(1)
28
Properties=species:S:1:pos:R:3:forces:R:3:mulliken_charge:R:1 method="wB97M-V/def2-TZVPD" gap_ha=0.3441 total_charge=-1 energy_ev=-15375.3855 homo_energy_ha=-0.2117
F -0.3149 -0.4832 1.7387 0.2 0.3 -0.8 -1.067
O -2.2666 -1.8602 0.6228 0.0 0.2 0.0 -0.493
O 0.1999 0.9529 -0.5622 -0.6 -0.2 0.0 -0.515
O 1.8646 0.6015 2.8542 0.1 0.2 0.3 -0.585
C -1.3767 -3.1102 -1.2521 0.5 0.8 -1.2 -1.046
C 3.8184 1.8519 2.2686 0.5 -0.6 0.4 -1.157
C -1.2199 0.8519 -2.5724 0.4 0.0 0.5 -0.934
C 2.3365 1.6421 2.0288 -0.2 -0.3 -0.4 0.109
C -2.5256 -2.2940 -0.6864 0.3 -0.8 1.0 -0.124
C -0.9425 1.4963 -1.1900 0.2 -0.2 -0.6 -0.357
H -0.1156 0.4083 0.2016 0.4 -0.1 0.3 0.320
H -1.4039 -1.3808 0.7479 -0.3 0.0 0.4 0.311
H 4.3812 2.4164 1.5245 -0.4 0.2 -0.2 0.337
H -2.8484 -1.4760 -1.3379 0.2 0.0 -0.2 0.160
H -1.5333 -3.2808 -2.3266 -0.3 -0.4 0.1 0.321
H -2.2757 0.8930 -2.8451 0.0 0.3 -0.1 0.316
H -0.4429 -2.5400 -1.2747 0.0 0.1 0.5 0.281
H -3.3595 -2.9952 -0.5692 -0.3 0.2 -0.3 0.290
H -0.5794 1.3296 -3.3153 -0.2 0.0 -0.2 0.335
H 2.1446 1.3263 1.0008 0.2 0.4 -0.2 0.127
H -0.7272 2.5565 -1.3697 -0.3 0.1 0.2 0.321
H -1.1935 -4.0411 -0.7231 -0.2 0.0 0.1 0.334
H 4.2665 0.8528 2.2998 0.1 0.1 0.0 0.299
H 4.0375 2.3031 3.2400 -0.2 0.0 0.0 0.258
H 1.7850 2.5724 2.1987 -0.1 0.1 0.0 0.178
H 1.0669 0.2171 2.4127 -0.3 -0.2 0.2 0.471
H -1.8314 1.3894 -0.5616 0.1 0.1 0.1 0.334
H -0.9441 -0.2000 -2.5530 0.0 -0.1 0.1 0.174

(2)
81
Properties=species:S:1:pos:R:3:forces:R:3:mulliken_charge:R:1 method="wB97M-V/def2-TZVPD" gap_ha=0.2700 total_charge=0 energy_ev=-57691.7014 homo_energy_ha=-0.2933
P -3.9327 2.2079 -1.0484 -5.3 -0.7 -2.1 0.726
P 3.1294 -3.1054 1.8378 -4.3 -0.8 5.2 0.731
O -3.9996 3.6644 -0.6444 3.0 -0.9 0.8 -0.890
O 3.0582 -1.5841 1.9193 2.3 -0.3 -2.7 -0.798
O 0.6616 1.6911 -0.2344 0.9 0.0 0.0 -0.046
O 1.1509 1.5877 -2.3847 0.0 -0.6 0.6 -0.557
N 3.2934 -4.8383 1.4249 1.6 0.9 -2.2 -0.003
N 3.9231 1.0333 -3.2026 0.0 -0.3 0.0 -0.661
N -5.2098 1.6210 -0.0707 0.0 0.6 0.6 0.218
N -4.2488 2.3463 -2.7380 -0.3 -0.5 -0.4 0.368
N 3.8842 -3.3987 3.3399 0.7 0.6 -0.2 0.212
N -3.3526 0.5382 -1.2327 2.2 1.0 1.0 0.169
N 1.4080 -3.3223 1.8035 -0.8 -0.7 0.2 0.401
C -5.6111 2.4590 1.0551 0.0 0.4 -0.1 -1.004
C 2.1898 -5.7699 1.2538 -0.6 0.1 -0.1 -0.935
C -2.0782 0.3370 -0.5145 -0.3 -0.1 0.3 -1.461
C -6.3385 0.8428 -0.5259 0.2 -0.7 -0.1 -1.080
C 2.8685 0.7699 -0.9721 0.8 -0.1 0.5 -0.504
C 2.0462 5.1908 -1.7322 -0.1 -0.2 0.7 -1.425
C 1.2554 2.4682 0.8163 0.4 0.2 0.5 -0.675
C 0.7614 -2.8093 0.6082 0.5 0.0 -0.3 -1.209
C 3.3515 -4.1936 4.4239 0.1 -0.8 -0.2 -1.077
C -3.3259 -0.2020 -2.4821 0.0 0.4 -0.6 -0.940
C -3.2369 3.0862 -3.4780 0.5 0.0 0.4 -1.083
C 1.5132 1.3733 -1.2510 -0.5 0.7 -1.1 0.566
C 0.5308 -3.3052 2.9568 0.2 0.3 0.2 -1.100
C -5.5611 2.4350 -3.3438 -0.2 0.2 0.3 -1.113
C 3.9532 1.1840 -1.9525 -0.1 0.2 -0.3 -0.309
C 4.7003 -2.3155 3.8799 -0.1 0.3 0.0 -0.969
C 4.2676 -5.0400 0.3344 0.4 0.0 0.4 -1.063
C 1.7604 3.8550 0.3795 -0.7 -0.1 0.3 -0.879
C 1.0194 4.4899 -0.8085 0.8 0.5 -0.8 0.058
H 0.4429 3.7833 -1.3972 0.0 -0.2 0.2 0.008
H 1.0425 -3.4146 -0.2664 0.0 0.1 0.0 0.277
H 0.9683 -3.8128 3.8120 0.1 0.1 0.0 0.341
H -2.2972 2.5177 -3.5106 0.0 0.1 0.0 0.269
H -7.1269 1.4773 -0.9494 0.0 0.0 0.0 0.388
H 4.1597 -4.5294 5.0793 0.1 0.1 0.0 0.392
H 3.8693 -4.7119 -0.6311 0.0 -0.1 -0.1 0.335
H -4.7463 2.8923 1.5486 0.0 0.1 -0.1 0.299
H -5.5047 2.0978 -4.3833 0.1 0.1 0.0 0.386
H -3.0252 4.0603 -3.0232 0.0 0.0 -0.1 0.280
H -6.2790 1.7731 -2.8651 0.1 0.1 0.1 0.311
H -0.3827 -3.8619 2.7258 0.0 0.1 -0.1 0.391
H 4.0909 -1.5499 4.3753 0.1 0.0 0.0 0.292
H 1.6569 5.3694 -2.7298 0.0 0.2 0.0 0.345
H -2.6190 0.2012 -3.2156 0.0 -0.1 -0.1 0.247
H -0.3237 -2.8533 0.6914 0.0 -0.1 0.1 0.406
H -3.5437 3.2562 -4.5091 -0.2 -0.1 0.0 0.357
H 5.4159 -2.7108 4.6042 -0.1 -0.2 0.0 0.354
H -2.1476 0.7543 0.4960 0.0 0.1 -0.1 0.289
H 2.8412 3.8207 0.2424 0.0 0.0 -0.4 0.377
H -1.2548 0.8301 -1.0260 0.1 -0.1 0.0 0.723
H -4.3130 -0.2572 -2.9361 0.0 0.2 0.0 0.288
H -1.8457 -0.7251 -0.4061 -0.1 0.0 -0.1 0.296
H 2.3398 6.1169 -1.2373 0.1 0.2 -0.3 0.395
H 1.5632 -5.5520 0.3827 -0.1 -0.1 0.0 0.267
H 2.9578 4.5992 -1.8103 0.0 -0.2 -0.2 0.313
H 1.5609 -5.8124 2.1396 0.0 0.2 0.0 0.251
H -3.0289 -1.2327 -2.2663 0.1 0.1 0.2 0.386
H 0.3349 5.2719 -0.4866 -0.2 -0.2 0.3 0.487
H 2.0802 1.9069 1.2545 -0.1 0.0 0.1 0.179
H 2.7934 -0.3185 -1.0242 -0.3 -0.1 0.0 0.302
H 4.5594 -6.0880 0.2547 -0.1 0.0 0.0 0.373
H 1.0415 -1.7689 0.4022 -0.1 0.0 0.0 0.208
H -5.9672 3.4557 -3.3282 -0.1 0.0 0.0 0.301
H 3.0491 0.5729 -3.4628 -0.1 0.2 -0.2 0.308
H 0.5141 2.5853 1.6003 -0.4 -0.2 -0.2 0.494
H 2.6035 -6.7743 1.1221 0.3 0.1 -0.1 0.414
H 5.2800 -1.8338 3.0975 -0.1 0.1 0.0 0.294
H -6.0536 0.0890 -1.2607 0.1 0.1 -0.1 0.225
H 2.6457 -3.6215 5.0373 0.0 0.0 0.0 0.372
H 4.8499 1.6532 -1.5488 -0.1 0.0 0.3 0.414
H 1.6072 4.5134 1.2364 0.2 -0.1 0.2 0.449
H 3.2480 0.9718 0.0255 -0.3 0.0 0.2 0.383
H 5.1779 -4.4664 0.5382 -0.1 0.0 0.0 0.343
H 0.2527 -2.2878 3.2630 -0.1 0.0 0.1 0.235
H 2.8645 -5.1032 4.0723 -0.1 0.1 -0.2 0.252
H -6.1324 1.8561 1.8028 0.0 -0.2 -0.2 0.355
H -6.7770 0.2871 0.3082 0.0 0.1 0.1 0.380
H -6.2736 3.2770 0.7453 0.0 0.0 0.1 0.301

(3)
19
Properties=species:S:1:pos:R:3:forces:R:3:mulliken_charge:R:1 method="wB97M-V/def2-TZVPD" gap_ha=0.2942 total_charge=0 energy_ev=-10396.9989 homo_energy_ha=-0.2796
N -3.4776 -0.2982 -0.2241 1.5 0.1 2.8 -0.490
N 0.6581 1.4431 0.0897 -1.0 5.3 -1.9 -0.183
C -0.9845 0.0410 -0.0165 -2.4 -4.4 0.5 0.742
C 3.5146 -1.0188 -0.2501 -0.7 4.4 1.0 -0.645
C -0.8347 1.3625 -0.0364 1.9 1.5 -0.7 -0.497
C 2.6240 0.0656 0.2049 5.1 -1.1 -2.5 -0.478
C -2.2088 -0.8549 0.2269 -1.5 2.3 1.6 -0.746
C 0.1970 -0.7580 0.0464 0.7 5.1 0.2 -0.593
C 1.2268 0.2168 0.1419 -2.4 -3.2 -0.1 0.186
H -2.0317 -1.8474 -0.0120 0.6 -2.0 -1.6 0.367
H -2.3344 -0.9806 1.2797 0.3 0.3 1.3 0.333
H 3.0396 1.1422 0.3012 0.2 -2.0 -0.3 0.216
H 0.1033 -1.7858 0.0546 0.7 -1.8 0.2 0.408
H -4.3920 -0.5919 0.0086 -0.3 -0.7 0.1 0.166
H 3.2592 -2.1041 -0.2188 0.1 1.2 -0.4 0.269
H 1.2157 2.3583 -0.3453 -1.9 -3.5 1.8 0.303
H -1.6749 2.1510 -0.2846 2.6 -1.4 0.9 0.303
H -3.2492 -0.0479 -1.0912 -0.6 1.4 -4.5 0.157
H 4.5947 -0.6335 -0.6533 -2.7 -1.4 1.6 0.182

(4)
23
Properties=species:S:1:pos:R:3:forces:R:3:mulliken_charge:R:1 method="wB97M-V/def2-TZVPD" spin_multiplicity=3 gap_ha="0.2939 / 0.2842" total_charge=+1 energy_ev=-29598.8436 homo_energy_ha="-0.3881 / -0.5163" s_squared=2.011
S 2.8017 1.0414 0.1167 -0.1 2.5 1.6 -0.088
S 2.5679 -0.6903 -1.0721 0.3 -2.8 -2.9 -0.062
N 0.0686 0.1194 -0.2290 -0.2 -1.6 -1.4 0.090
C 1.5771 -1.1467 1.5611 -1.0 4.4 -0.6 -1.193
C -1.7176 -1.1908 -1.3209 -0.8 -0.7 -3.8 -1.259
C 1.5192 -0.1910 0.1857 -0.3 -0.7 3.2 0.322
C -0.3479 2.3736 -0.1387 0.5 1.3 0.4 -1.204
C -0.5941 -1.2490 -0.4077 0.8 -0.2 3.9 -0.342
C -0.7284 1.0912 0.5102 -1.5 1.4 -0.1 -0.217
H -1.5512 -0.6694 -2.3583 0.1 -0.4 2.1 0.319
H 0.2316 -1.8597 -0.7217 0.0 -0.6 -0.4 0.430
H -0.5062 2.2953 -1.2327 0.6 0.5 0.5 0.352
H -1.8149 0.9397 0.4201 0.5 -0.7 -0.3 0.337
H -0.8680 3.2394 0.2382 -0.7 0.1 0.0 0.416
H 0.6625 2.5666 0.2642 0.0 0.1 -1.3 0.280
H -2.5930 -0.7985 -0.8653 -0.9 0.3 0.2 0.415
H 0.7606 -0.7912 2.2229 0.1 -0.5 -0.4 0.357
H -0.8940 -1.5985 0.7076 0.6 0.7 -2.7 0.290
H 1.5108 -2.1565 1.3398 -0.1 -1.9 -0.5 0.346
H 2.4493 -0.8794 2.1615 0.3 -0.2 -0.6 0.423
H -0.0438 0.5412 -1.2076 1.3 -0.9 1.2 0.406
H -1.9342 -2.2147 -1.7176 0.0 0.6 0.8 0.372
H -0.5560 1.2279 1.5438 0.7 -0.8 1.2 0.211

(5)
114
Properties=species:S:1:pos:R:3:forces:R:3:mulliken_charge:R:1 method="wB97M-V/def2-TZVPD" spin_multiplicity=2 gap_ha="0.2046 / 0.2198" total_charge=+2 energy_ev=-119261.5298 homo_energy_ha="-0.4688 / -0.4678" s_squared=0.765
W 0.7295 0.0189 0.2849 0.8 -1.5 -0.4 -0.339
S 2.7139 -1.4413 1.1204 -0.4 0.7 0.2 -0.310
S -0.3658 -2.1510 0.2962 0.7 1.1 0.4 -0.615
S -3.5130 -0.0812 -1.1113 0.3 -0.3 -0.3 -0.479
S 0.5995 0.1495 2.9028 0.0 -0.3 -0.3 -0.648
S 2.6176 -0.0746 -1.3444 -0.7 -0.4 0.8 -0.452
P 2.0884 -1.2154 3.0162 0.3 0.2 0.3 1.092
O 1.6746 -2.5865 3.6179 0.0 0.1 -0.2 -0.215
O 3.2378 -0.7198 3.9754 -0.2 -0.2 -0.1 -0.306
N 0.7370 0.1507 -3.1547 0.5 -0.2 -0.3 0.275
N -1.4624 -1.5726 -3.4060 -0.1 0.2 -0.2 -0.017
N -0.7161 2.2147 -2.6872 0.3 0.3 0.0 -0.209
N 1.7574 2.0578 0.6208 -0.4 0.0 0.2 -0.719
N -1.3364 1.1194 -2.2054 -1.1 -0.1 -0.2 1.142
N -0.9176 -1.4460 -2.2047 -0.3 -0.3 0.0 0.236
N -1.3016 0.9767 0.7661 0.9 0.2 -0.1 -0.524
N 0.2365 0.4216 -4.3604 -0.3 0.0 -0.2 0.702
C 0.8179 -0.0671 -7.8653 0.0 0.0 0.1 -1.720
C -1.3866 3.2120 -3.1716 0.0 0.0 0.1 0.357
C -1.0564 4.7391 -5.1157 0.0 -0.1 0.0 -1.790
C 2.0349 -0.0345 -2.9534 -0.5 0.2 -0.5 1.137
C -1.6549 -2.7755 -6.1566 -0.1 0.0 0.1 -1.242
C 4.0696 0.4327 3.6766 0.1 0.3 0.2 0.087
C 0.8831 4.2114 -3.6128 -0.1 0.0 0.0 -1.428
C 0.2165 -2.6883 5.5792 0.1 0.0 -0.2 -0.944
C -1.6635 2.4118 0.6075 0.1 0.3 0.1 0.242
C -2.7026 1.0674 -2.0553 0.3 -0.2 0.2 2.242
C 1.0208 0.4263 -5.4059 0.2 -0.1 0.0 -0.453
C -1.0092 5.6251 -2.7756 0.1 -0.1 -0.1 -1.595
C 2.9213 -0.1693 -4.0522 -0.1 0.1 0.0 0.121
C -2.1615 -3.7520 -2.8428 0.1 0.0 0.0 -0.646
C -0.8285 3.3085 1.5284 0.0 -0.1 -0.1 -0.733
C -3.7417 -3.8373 -5.2550 0.0 0.0 0.0 -2.286
C -0.6318 4.4321 -3.6703 0.1 0.1 0.0 1.902
C 1.6062 -2.9404 5.0386 -0.2 -0.1 0.3 -0.232
C -0.9773 -2.4105 -1.2859 -0.4 0.2 -0.6 1.079
C -3.5352 -1.3505 -5.2792 0.0 -0.1 0.1 -1.390
C 0.2872 4.0705 0.8131 0.1 -0.2 0.1 -1.008
C -2.8040 3.1684 -3.2240 -0.2 -0.2 0.1 -0.974
C 1.2372 2.2538 -7.0176 0.0 -0.1 0.0 -1.704
C 3.9832 1.4266 4.8121 -0.1 -0.2 -0.1 -1.229
C 2.3783 0.0392 -5.2867 0.0 0.0 0.2 -0.818
C 4.3606 -0.5042 -3.8252 0.0 0.0 0.0 -1.967
C -2.7662 -2.6704 -5.1020 0.0 0.1 -0.2 2.492
C -1.5869 -3.6460 -1.6075 0.0 0.0 0.1 0.579
C 0.4951 0.9295 -6.7429 -0.1 0.1 0.0 2.482
C -1.6299 -4.7445 -0.5957 0.0 0.0 0.1 -2.007
C 1.1714 3.2308 -0.0965 -0.1 0.3 0.0 0.896
C -2.1100 -2.6632 -3.7335 0.0 -0.2 0.1 -0.267
C -4.9601 2.0793 -2.6266 -0.1 0.0 -0.1 -1.945
C -3.4702 2.1264 -2.6622 0.2 0.3 -0.2 -1.010
C -1.0152 1.1994 -6.7098 0.1 -0.1 0.1 -1.490
B -0.2936 -0.0129 -1.9635 0.0 0.1 0.7 -0.109
H -1.4777 4.0392 2.0099 0.0 0.0 0.0 0.555
H 2.9557 1.7604 4.9603 0.0 0.0 0.0 0.276
H 1.1527 3.2217 -3.9820 0.1 0.0 0.0 0.101
H -1.5248 2.7073 -0.4308 0.0 0.0 0.1 -0.306
H -0.4167 2.6945 2.3345 0.0 0.1 0.1 0.203
H -2.0920 -5.6368 -1.0103 0.0 0.0 0.0 0.404
H -4.3213 -1.2749 -4.5247 0.0 0.1 0.0 0.428
H 4.9180 -0.4653 -4.7576 0.0 0.0 0.0 0.411
H -2.0105 0.4019 0.2631 0.0 0.0 -0.2 -0.313
H -5.3204 1.9885 -1.6027 0.0 0.0 0.0 0.374
H -0.5067 -3.3562 5.1136 0.0 0.0 0.0 0.277
H -0.6876 5.4565 -1.7456 0.0 0.0 0.0 0.102
H -3.2317 -4.8024 -5.2685 0.0 0.0 0.0 0.423
H -0.9352 3.8673 -5.7602 0.0 0.1 0.0 0.361
H -0.0871 -1.6580 5.3902 0.0 0.0 0.1 0.222
H -5.3862 2.9728 -3.0796 0.0 0.0 0.0 0.478
H -0.5195 6.5283 -3.1416 0.0 0.0 0.0 0.516
H -2.0929 5.0731 -5.1713 0.0 0.0 0.0 0.418
H 0.3398 0.2699 -8.7849 0.0 0.0 0.0 0.477
H -0.1509 4.8639 0.2053 0.0 0.0 0.0 0.047
H 0.9092 4.5607 1.5678 0.0 0.1 -0.1 0.521
H 4.6075 2.2910 4.5872 0.0 0.0 0.0 0.413
H 2.7111 1.9327 0.3003 0.1 -0.1 0.0 0.398
H 2.3182 2.1096 -7.0606 0.0 0.0 0.0 0.371
H -1.2703 1.9435 -7.4647 0.0 0.0 0.0 0.537
H 3.7537 0.8728 2.7281 0.0 0.0 0.0 -0.059
H 1.9708 3.8712 -0.4720 0.1 -0.1 0.0 0.714
H 2.3663 -2.3814 5.5802 0.0 0.0 -0.1 0.288
H 0.6223 2.8591 -0.9628 0.1 0.0 0.0 -1.164
H 1.8889 -0.1367 -8.0610 0.0 0.0 0.0 0.373
H 0.4448 -1.0655 -7.6332 0.0 0.0 0.0 0.264
H -1.3278 1.5662 -5.7331 -0.1 0.1 0.0 0.050
H 0.2077 -2.8612 6.6546 0.0 0.0 0.0 0.388
H 0.9143 2.6571 -7.9777 0.0 0.0 0.0 0.510
H 5.0829 0.0537 3.5577 0.0 0.0 -0.1 0.309
H -2.8670 -0.4960 -5.1828 0.0 0.0 0.0 -0.153
H -4.4913 -3.8377 -4.4609 0.0 0.0 0.0 0.503
H -0.4341 5.5420 -5.5112 0.0 0.0 0.0 0.461
H -4.0034 -1.3278 -6.2640 0.0 0.0 0.0 0.530
H 1.3909 4.9612 -4.2195 0.0 0.0 0.0 0.479
H 4.3402 0.9707 5.7342 0.0 0.1 0.0 0.343
H -2.0785 -2.6607 -7.1555 0.0 0.0 0.0 0.437
H -2.0859 5.7995 -2.7754 0.0 0.0 0.0 0.367
H -5.3229 1.2014 -3.1629 0.0 0.0 0.0 0.263
H 1.8618 -3.9961 5.0597 0.0 0.0 0.0 0.305
H -2.7234 2.5220 0.8403 0.0 -0.1 0.0 0.574
H 4.4501 -1.5071 -3.4022 0.0 0.0 0.0 0.351
H 1.0180 2.9914 -6.2431 0.0 0.0 -0.1 0.280
H 4.8094 0.1868 -3.1109 0.1 0.0 0.0 0.439
H -0.6271 -4.9917 -0.2442 0.0 0.0 0.0 0.401
H -1.4472 0.7588 1.7487 -0.1 -0.1 0.0 0.589
H -2.6587 -4.6691 -3.1273 0.0 0.0 0.0 0.530
H 1.2549 4.3048 -2.5915 0.0 -0.1 -0.1 0.069
H 1.8160 2.2738 1.6145 0.0 -0.1 0.0 0.308
H -0.9129 -1.9940 -5.9911 0.0 0.0 -0.1 -0.148
H -1.5805 0.2953 -6.9319 0.0 0.0 0.1 0.256
H -2.2036 -4.4255 0.2774 0.0 0.0 0.0 0.418
H -1.1583 -3.7469 -6.1082 0.0 0.0 0.0 0.436
H 2.9988 -0.0597 -6.1673 0.0 0.1 0.0 0.473
H -3.3575 3.9800 -3.6770 0.0 0.0 0.0 0.455
H -4.2680 -3.7358 -6.2037 0.0 0.0 0.0 0.426

(6)
19
Properties=species:S:1:pos:R:3:forces:R:3:mulliken_charge:R:1 method="wB97M-V/def2-TZVPD" gap_ha=0.3427 total_charge=+1 energy_ev=-8805.2789 homo_energy_ha=-0.4632
N -1.1252 -0.5817 -1.2967 -2.4 -1.4 -1.3 -0.340
N 1.5500 -0.4201 1.1282 3.5 -0.7 1.4 -0.404
N -0.6871 1.5278 -0.0447 0.3 0.0 1.6 -0.490
C 1.0103 -0.2835 -0.0956 1.5 0.8 -1.9 0.365
C 1.6983 -0.0453 -1.2173 0.7 -0.4 0.1 -1.120
C -0.4561 -0.3140 -0.1923 -0.2 0.3 2.4 0.805
C -1.0162 -0.8183 1.1286 -1.9 -0.7 0.3 -1.314
H -0.4179 1.8777 0.8889 -0.5 0.0 -0.5 0.325
H -2.1439 -0.8541 -1.2273 1.9 0.5 -0.1 0.271
H 0.9933 0.0470 -2.0075 0.6 0.0 -1.4 0.214
H -0.7571 -1.8597 1.4688 0.6 1.1 -0.8 0.307
H 2.6219 -0.4295 1.1519 -2.4 0.1 0.0 0.281
H -2.1154 -0.9414 1.0110 0.4 0.7 0.4 0.416
H 0.0339 1.8691 -0.6628 -0.1 0.3 -0.6 0.363
H 2.8153 -0.0206 -1.3698 -1.6 0.1 0.3 0.309
H -0.7577 -0.1044 1.9351 -0.6 -0.6 -0.4 0.354
H -1.6377 1.8003 -0.2929 0.3 0.2 0.0 0.318
H -0.7625 -0.4695 -2.2373 0.0 -0.1 0.4 0.155
H 1.1538 0.0203 1.9318 -0.1 0.0 0.2 0.184

no.,F_max (eV/A)
1,1.52
2,6.77
3,5.73
4,4.60
5,1.75
6,3.80